(1)
{
  "formula": "C43H45BCl3N10ORbS3",
  "method": "ωB97M-V with the def2-TZVPD basis set",
  "symbols": ["H", "H", "H", "C", "N", "S", "C", "C", "S", "H", "H", "C", "H", "H", "C", "C", "C", "H", "C", "H", "N", "H", "H", "C", "C", "C", "H", "C", "H", "C", "Cl", "C", "C", "Cl", "H", "N", "H", "H", "C", "H", "C", "C", "C", "H", "C", "C", "N", "C", "H", "H", "H", "N", "C", "C", "C", "C", "C", "H", "H", "C", "C", "H", "C", "C", "H", "O", "N", "C", "C", "H", "H", "H", "H", "H", "H", "N", "C", "H", "H", "H", "Rb", "C", "C", "H", "N", "S", "B", "H", "N", "C", "C", "H", "H", "H", "H", "H", "H", "N", "C", "Cl", "H", "H", "C", "C", "C", "H", "C"],
  "positions_angstrom": [[1.33674, -4.86222, -2.55884], [1.77622, 4.47049, 0.54177], [4.57533, 4.04124, -4.00664], [4.92623, -2.16989, -0.78448], [2.16988, 1.45517, -0.60953], [-10.13013, -0.56343, -2.63635], [-8.63679, 3.34046, -3.59034], [2.46965, 1.47361, 3.66099], [-5.48654, -2.32523, 0.12508], [4.33159, 5.22890, -5.34781], [3.79159, -2.89914, 1.39222], [-3.64593, -1.78191, 4.61346], [-5.64209, -1.54488, 5.13662], [0.50960, 2.11428, 2.96391], [3.82493, 4.47951, -4.70247], [-8.67452, 2.29941, -2.66328], [-7.40456, 3.88453, -4.00411], [-5.91681, 0.45698, 3.40907], [-6.22471, 3.23724, -3.62322], [5.37963, -2.70194, 2.10855], [2.18097, 0.83619, -3.10103], [-5.36737, 1.28485, 1.33678], [1.09494, 4.61674, 2.81458], [-4.08024, 0.13144, 2.62271], [5.67293, -1.43291, -1.83477], [4.78925, -3.35841, 1.43463], [-1.42266, 0.62149, -0.00839], [1.82456, 3.96294, 3.30500], [4.00785, 2.93292, -6.13599], [1.48018, 1.34412, -5.17260], [1.41850, -6.19936, 7.63385], [-2.49764, -1.41013, 3.83843], [2.70040, -3.76862, 4.69622], [0.78531, -4.77227, -0.31815], [-5.43196, 1.55803, -2.55192], [-1.86613, -0.23273, 1.85626], [2.42974, 3.29577, -1.79762], [2.08859, -3.43964, -1.65013], [-4.38976, 0.95404, 1.54522], [-9.50836, 3.71771, -4.07524], [0.36255, -4.37808, 5.99278], [5.40477, -3.39575, -0.03294], [-2.16867, 0.58380, 0.82524], [4.89988, 0.47522, -2.84096], [-6.58229, -1.37215, -0.65914], [2.45456, 2.27736, -4.77200], [2.04633, 1.16589, 0.75968], [-6.31398, 2.09696, -2.86903], [-3.45839, -2.50352, 5.37122], [1.84839, 2.86654, -7.17143], [4.85186, -4.23206, -0.65118], [2.74649, 2.02219, -3.46181], [1.58526, 2.44542, 2.84287], [1.53187, -5.01811, 6.44205], [3.15953, 3.36478, -5.57199], [-7.49715, 1.50928, -2.51468], [-2.76222, -0.46232, 2.75325], [1.47567, -0.47021, -1.61127], [2.42104, 1.59368, 4.76708], [2.21287, 2.79492, -0.84265], [6.90447, -3.43132, -0.08383], [7.26267, -2.43512, 0.18282], [0.36218, -3.37078, 5.04118], [2.72519, -4.67665, 5.74241], [-0.57215, -4.51825, 6.51747], [1.75167, -1.86536, 3.59480], [-7.56827, 0.28925, -1.81843], [1.61835, -2.88813, 4.32319], [-4.84564, -1.13067, 4.56295], [-1.70292, -3.01008, 5.53775], [7.28171, -3.57097, -1.09570], [-7.31332, 4.87567, -4.49051], [1.74088, 4.05031, 4.35200], [2.80532, 4.35534, 2.96097], [-3.50539, 1.81487, -0.24139], [3.69734, -1.64181, -0.69257], [4.85476, -0.39064, -2.17130], [3.70668, -3.62685, 4.31961], [2.49177, 4.35721, -7.44536], [2.25551, 0.40190, 3.50454], [0.83557, -1.47117, 1.13962], [-5.08214, -0.12770, 3.60397], [1.17223, -4.03195, -1.83225], [1.18215, 4.21371, -6.22292], [-1.25954, -1.96681, 3.81656], [-8.14097, -2.10596, -1.05115], [2.32993, 0.34182, -1.67925], [0.91409, -0.52956, -4.12554], [-6.48290, -0.06099, -0.99980], [1.41054, 0.40759, -4.13994], [1.97595, 3.40672, 0.39661], [3.65357, -5.17473, 6.12034], [6.72020, -1.58183, -2.02069], [3.51224, 1.71505, 3.41840], [-5.22860, 3.46357, -4.02324], [3.15656, 5.01117, -4.05819], [-9.65812, 2.00217, -2.21290], [3.65696, -0.52058, -1.50149], [-8.60214, -0.64405, -1.88472], [-0.01345, -2.93662, -2.51628], [4.70099, -4.39393, 1.75259], [7.30142, -4.14367, 0.73339], [-0.95227, -2.82402, 4.76871], [1.89173, 2.38211, 1.35539], [-3.35481, 1.23949, 0.64387], [0.85395, 1.35622, -6.07908], [2.09930, 3.74686, -6.62014]],
  "total_charge": -2,
  "molar_mass_g_mol": 1016.742,
  "largest_force_ev_per_a": 3.9,
  "homo_lumo_gap_ha": 0.22398,
  "energy_ev": -133677.0695,
  "relative_energy_kj_mol": 37.8
}

(2)
{
  "formula": "C43H45BClHgN7O4P",
  "method": "ωB97M-V with the def2-TZVPD basis set",
  "symbols": ["H", "C", "H", "Cl", "C", "H", "H", "C", "H", "C", "C", "C", "C", "H", "C", "P", "H", "C", "H", "O", "H", "H", "C", "O", "C", "H", "C", "H", "C", "C", "H", "H", "N", "C", "H", "H", "H", "H", "H", "N", "N", "B", "H", "H", "H", "C", "H", "C", "H", "H", "H", "C", "C", "C", "H", "C", "C", "C", "H", "O", "C", "N", "N", "C", "C", "C", "H", "C", "H", "H", "H", "H", "C", "C", "C", "H", "C", "H", "H", "N", "H", "C", "H", "C", "C", "H", "C", "C", "H", "H", "H", "C", "N", "C", "H", "H", "C", "O", "C", "C", "H", "Hg", "C"],
  "positions_angstrom": [[4.89255, 2.76333, -3.60809], [1.52891, 2.69083, 3.38050], [0.01939, 3.61680, -2.28849], [2.97886, -0.31273, 1.34995], [-1.41702, 5.17889, -1.94531], [-3.11901, -2.01274, -2.75246], [-1.59008, 1.05105, -5.51524], [-0.98130, -5.88494, -0.82222], [-2.14786, 5.74440, -2.54390], [-1.78692, 0.97050, 4.13995], [-0.51646, 6.18448, -1.22272], [1.39186, 0.49591, 4.64165], [-3.80338, 3.59645, 0.33738], [-1.11241, 6.90814, -0.66542], [2.57693, -4.26242, 0.92183], [0.51711, -2.31547, 0.70815], [1.98364, 2.18253, 2.53575], [-0.52849, -1.25859, -4.40547], [-1.26160, 3.67591, -3.49823], [2.56435, 5.11359, -0.00311], [-2.46990, 1.58291, -4.06691], [4.02250, 4.39784, -1.87973], [-1.62385, -3.09201, 2.28078], [2.44466, -1.34254, -2.91319], [-3.25291, -0.84837, -0.88820], [-3.93442, 5.65489, -0.44913], [4.59643, -2.44246, 1.39476], [-0.26126, -4.32971, -3.72743], [-1.05234, -0.01436, -3.69210], [4.89475, -3.79594, 1.33591], [2.32209, 3.08407, 4.01851], [-0.24530, -0.99846, -5.42711], [-2.87233, 2.64244, 0.15531], [3.61948, 3.39851, -1.96635], [-4.12822, 0.96175, 0.92893], [0.51134, -2.60631, -2.14685], [-2.15769, -2.82686, 1.37649], [-2.88710, 0.05103, -4.84263], [-3.76667, 0.52046, 3.22834], [-2.54853, 0.21132, -0.44996], [2.03554, 1.78769, -1.17252], [-2.97834, 1.18470, 0.66462], [-4.04973, -1.27223, -0.30202], [0.03993, 4.87857, -3.53149], [0.13992, 5.66949, -0.52838], [-3.42290, 4.71186, -0.37174], [5.37500, -1.71717, 1.58436], [0.45361, -3.32659, 3.43714], [1.79063, -4.97871, 0.73237], [-1.29085, -2.03768, -4.44560], [1.73019, -0.08334, 3.78680], [0.63717, 1.74544, 4.17387], [-2.06191, 0.71849, -4.58919], [-2.73283, 0.80182, 3.16005], [4.09220, -5.76500, 1.04798], [-2.20362, 4.34929, -0.97140], [3.53966, 1.21297, -2.95232], [2.03770, -0.55920, -2.03654], [-1.24125, -6.44735, -2.87842], [1.01741, 3.60641, 0.54075], [-0.56201, -4.90532, 0.06165], [-0.87277, 1.39035, 2.14436], [-1.61585, 0.53518, -1.35993], [3.86972, -4.70564, 1.09829], [2.54324, 0.85806, -2.06318], [2.24035, -2.90324, 0.98447], [5.91190, -4.13394, 1.48393], [-2.77750, -1.20551, -2.12923], [-3.39233, -3.59388, 3.37920], [0.35692, -1.63949, -3.90049], [0.31228, -3.96160, 5.48048], [2.26106, 0.78385, 5.23573], [2.02974, 4.00220, -0.11289], [-0.04389, -3.68827, -0.39933], [3.29423, -2.00776, 1.22373], [-1.37628, -6.81820, -0.43424], [2.59987, 3.02759, -1.13175], [0.30136, 2.27751, 5.07595], [0.74247, -0.13788, 5.24682], [-1.88930, 3.10980, -0.62483], [-0.63992, -5.10246, 1.12177], [-1.74451, -0.28847, -2.39078], [3.88399, 0.46059, -3.64919], [0.07048, -3.51823, -1.77780], [-0.23443, -3.72083, 4.57542], [-0.21389, 0.65892, -3.48974], [-1.61615, -3.81305, 4.56577], [4.09916, 2.48455, -2.92494], [1.53498, -3.27116, 3.46187], [0.95501, 3.52230, 2.97902], [0.10290, 6.72692, -1.93826], [-0.60312, 4.28573, -2.87991], [-2.16750, 1.06170, 1.97415], [-0.89352, -5.68424, -2.19107], [-4.67145, 3.41279, 0.94475], [-1.89829, 0.83147, 5.20005], [-0.62476, 1.35745, 3.45362], [1.22689, -0.87941, -1.09872], [-0.22881, -3.01459, 2.26550], [-2.31112, -3.51029, 3.40283], [-2.15146, -4.10412, 5.46207], [0.23687, 1.50289, -0.02637], [-0.35184, -4.49584, -2.66105]],
  "total_charge": -2,
  "molar_mass_g_mol": 1001.707,
  "largest_force_ev_per_a": 0.9,
  "spin_multiplicity": 2,
  "homo_lumo_gap_ha": [0.11761, 0.25578],
  "energy_ev": -90608.6019,
  "s2": 0.769,
  "relative_energy_kj_mol": 98.8
}

Q: What is the formula in the second record?
A: C43H45BClHgN7O4P